(1)
ORCA calculation (wB97M-V/def2-TZVPD) on an isolated ion of composition C4H9N2 and charge +1.

Structure (XYZ):
```
15
Properties=species:S:1:pos:R:3:forces:R:3
C 0.95547 -1.37192 0.17726 -2.540 -0.512 -0.805
N 0.58430 -0.20386 -0.20452 0.885 -1.896 0.719
C 1.68154 0.73347 -0.18404 1.711 1.303 3.936
C -0.70557 0.29865 -0.59368 -2.113 2.693 0.868
C -1.80998 0.33679 0.69476 0.250 4.782 -5.188
N -2.00929 -0.23388 -0.60712 -0.725 -2.678 0.826
H 1.84246 -1.53493 0.69815 1.644 0.157 0.314
H 0.35608 -2.24979 0.04340 -0.782 -0.099 -0.005
H 1.65502 1.15124 -1.11669 0.374 1.662 -2.212
H 2.71061 0.26711 0.02148 -1.851 0.288 -0.594
H 1.56196 1.49292 0.68083 -0.170 -0.929 -1.701
H -0.80287 1.26698 -1.20725 1.599 -1.605 1.009
H -1.53828 -0.14115 1.54797 0.670 -1.637 2.245
H -2.21226 1.41722 0.69790 0.441 -2.050 0.747
H -2.26919 -1.22885 -0.64846 0.607 0.522 -0.160
```
Forces are in eV/Å.

net charge = +1
orbital gap = 8.8 eV
electronic energy = -7263.591 eV
SMILES string = C=[N+](C)[C@@H]1CN1



(2)
ORCA calculation (wB97M-V/def2-TZVPD) on a 2-piece molecular cluster, C4H9N2 overall.

Structure (XYZ):
```
15
Properties=species:S:1:pos:R:3:forces:R:3
C -0.93423 1.12920 -0.07092 -2.597 -0.090 -0.027
C 2.83822 -0.40903 -0.10658 2.375 0.054 0.439
C -1.77463 -0.99198 0.27774 1.543 -0.066 0.361
C -2.17314 0.43486 0.21025 -0.092 1.629 -0.286
N 2.01951 0.48690 -0.48258 2.128 -1.761 0.177
N 0.04414 1.64408 -0.30236 0.761 2.321 -0.257
H 2.68338 -1.46959 0.13165 -0.950 0.600 -0.105
H 3.91399 -0.12279 0.03663 -1.038 -0.141 -0.446
H -2.50265 -1.64807 -0.10123 -0.601 -0.980 -0.440
H -1.46538 -1.22253 1.25409 -0.256 -0.705 1.638
H -0.79883 -1.03389 -0.19557 -0.228 -0.930 -0.976
H -2.44436 0.91477 1.17471 -0.939 -0.575 -0.698
H -2.84999 0.55488 -0.66481 0.110 0.585 0.992
H 0.98467 0.33348 -0.43936 1.094 0.623 -0.665
H 2.45930 1.39970 -0.72165 -1.312 -0.565 0.293
```
Forces are in eV/Å.

net charge = +1
orbital gap = 11.1 eV
electronic energy = -7265.217 eV



(3)
ORCA calculation (wB97M-V/def2-TZVPD) on an isolated ion of composition C4H9N2 and charge +1.

Structure (XYZ):
```
15
Properties=species:S:1:pos:R:3:forces:R:3
C 1.79803 1.01496 -0.27284 -1.655 1.553 -0.168
C -0.63972 1.12118 0.06400 -2.273 3.607 -0.927
C -1.98052 0.58461 -0.07581 -2.901 0.075 1.304
C 0.27642 -1.04364 -0.10779 1.672 0.464 -1.619
N 0.39805 0.43651 -0.04544 3.695 -2.023 0.050
N 2.77672 0.20220 -0.07015 -2.895 -1.596 1.347
H -0.69468 2.25419 0.10986 1.271 -1.407 0.153
H -2.04887 -0.38031 -0.64118 -0.493 1.499 0.134
H -2.77879 1.43410 -0.27659 1.808 -1.932 -0.237
H -2.31308 0.27794 0.95536 0.279 0.088 -0.532
H 1.02259 -1.30529 -0.91347 -0.564 -0.184 1.023
H -0.68492 -1.22787 -0.65226 0.960 -0.897 1.720
H 0.67089 -1.40529 0.89742 -1.551 -0.284 -1.344
H 3.63738 0.62020 -0.23794 2.072 0.393 -0.211
H 2.69374 -0.70451 0.43314 0.575 0.644 -0.694
```
Forces are in eV/Å.

net charge = +1
orbital gap = 9.0 eV
electronic energy = -7264.114 eV



(4)
ORCA calculation (wB97M-V/def2-TZVPD) on an isolated ion of composition C4H9N2 and charge +1.

Structure (XYZ):
```
15
Properties=species:S:1:pos:R:3:forces:R:3
C 0.89514 -0.11450 -1.31042 -1.436 -0.580 -2.318
C -1.30114 -0.53034 -0.10213 1.946 -0.312 -1.840
C -2.64339 0.00737 0.09892 0.153 1.704 3.486
C 2.18029 0.11408 0.77418 1.851 -1.129 -0.562
N -0.26430 0.16051 -0.54849 -2.543 -1.140 1.353
N 1.97338 0.00671 -0.70462 3.562 -0.211 2.325
H -1.23419 -1.60306 -0.20594 0.506 -0.232 0.424
H -3.36124 -0.78167 0.32923 0.111 0.223 -0.329
H -2.85190 0.57625 -0.76621 -0.844 0.594 -1.027
H -2.68525 0.77745 1.01544 0.133 -1.602 -1.907
H 1.19985 -0.00703 1.19446 0.109 0.258 0.817
H 2.92982 -0.69122 1.11048 -1.505 0.824 -0.578
H 2.73822 1.02736 0.96422 -0.615 0.367 0.249
H -0.46508 1.13069 -0.65872 -0.162 1.268 0.069
H 2.88980 -0.07259 -1.19039 -1.268 -0.032 -0.162
```
Forces are in eV/Å.

net charge = +1
orbital gap (alpha / beta) = 8.6 / 8.6 eV
electronic energy = -7264.475 eV



(5)
ORCA calculation (wB97M-V/def2-TZVPD) on an isolated ion of composition C4H9N2 and charge +1.

Structure (XYZ):
```
15
Properties=species:S:1:pos:R:3:forces:R:3
C -2.85191 -0.14552 -0.12156 -4.871 -1.046 -2.016
N -1.56976 -0.12397 0.18479 5.566 2.754 1.765
C -0.51169 0.22724 0.49409 0.626 -1.732 -0.556
C 1.08860 -0.01495 0.50429 -1.663 0.512 0.946
C 1.82882 1.17586 -0.11368 0.091 0.092 1.098
N 1.06822 -1.34494 -0.03851 1.785 -1.142 -2.064
H -3.45415 0.38407 0.67440 0.491 -0.622 -1.006
H -3.01342 0.32076 -1.18859 0.112 -0.951 2.123
H -3.06176 -1.26273 -0.12446 -0.727 1.371 -0.253
H 1.37102 -0.13999 1.54705 -0.201 0.277 0.198
H 1.53760 1.26922 -1.10855 -0.585 0.302 -1.878
H 2.83222 0.80416 -0.14734 0.911 0.209 0.077
H 1.79748 2.21666 0.34775 -0.228 -1.735 -0.042
H 1.89577 -1.95596 0.17432 -1.035 1.144 0.454
H 1.04296 -1.40990 -1.08399 -0.270 0.568 1.155
```
Forces are in eV/Å.

net charge = +1
orbital gap = 10.2 eV
electronic energy = -7265.108 eV
SMILES string = C[N+]#C[C@H](C)N



(6)
ORCA calculation (wB97M-V/def2-TZVPD) on an isolated ion of composition C4H9N2 and charge +1.

Structure (XYZ):
```
15
Properties=species:S:1:pos:R:3:forces:R:3
C -0.70000 -0.14267 -2.10173 1.561 -0.378 5.222
N -0.63182 -0.70291 -0.49807 -0.449 0.393 -1.819
C 0.10623 -0.05783 0.30772 0.295 0.285 -0.916
C 1.05037 1.06978 0.00660 -1.527 2.125 4.806
C 0.10438 -0.44653 1.71711 0.672 -1.287 0.370
N -0.45680 -1.49407 2.19660 -1.399 0.785 0.161
H 0.15257 0.58897 -2.04186 -1.040 -1.025 -1.433
H -0.69083 -1.08167 -2.64230 0.185 0.489 -0.487
H -1.64686 0.34272 -1.96452 -0.532 0.239 -0.794
H 1.53822 1.39093 1.05362 -0.140 -0.937 -2.737
H 0.46425 1.98951 -0.14336 0.045 -0.251 -0.529
H 1.65224 0.87913 -0.80161 1.913 -0.291 -1.506
H 0.76170 0.03588 2.41035 0.056 0.752 0.318
H -0.68582 -1.59468 3.17356 0.842 -0.097 0.516
H -1.13947 -1.94744 1.63521 -0.482 -0.801 -1.172
```
Forces are in eV/Å.

net charge = +1
orbital gap = 8.6 eV
electronic energy = -7265.095 eV
SMILES string = C/N=C(\C)C=[NH2+]



(7)
ORCA calculation (wB97M-V/def2-TZVPD) on C4H9N2 as an isolated structure.

Structure (XYZ):
```
15
Properties=species:S:1:pos:R:3:forces:R:3
C -2.30390 -0.21513 0.24718 -2.761 1.545 -0.543
C -1.05570 -0.83564 0.68215 1.885 0.743 0.362
C -1.37242 0.45514 -0.78990 -1.196 3.006 -2.466
C 2.52922 -0.32926 0.66236 3.034 2.312 -0.700
N 2.32844 -0.19502 -0.58751 -0.407 -0.342 0.549
N -0.28992 -0.25619 -0.24636 -0.784 -2.289 2.678
H -2.97029 0.48407 0.94786 1.856 -1.606 -1.245
H -0.83228 -1.40342 1.61946 0.290 0.198 -1.283
H -1.47656 0.40417 -1.89202 -0.394 -1.102 0.496
H -1.24057 1.55980 -0.78184 -0.051 -0.479 1.055
H 3.49595 0.14166 1.08140 -1.458 -1.319 -0.144
H 1.78358 -0.69203 1.34298 -0.334 -0.300 0.155
H -3.02932 -0.88989 -0.27031 0.589 0.205 0.594
H 3.10251 0.20728 -1.13299 -0.368 -0.197 0.480
H 0.74475 -0.24690 -0.54759 0.099 -0.376 0.012
```
Forces are in eV/Å.

net charge = +1
orbital gap = 10.4 eV
electronic energy = -7264.786 eV



(8)
ORCA calculation (wB97M-V/def2-TZVPD) on an isolated ion of composition C4H9N2 and charge +1.

Structure (XYZ):
```
15
Properties=species:S:1:pos:R:3:forces:R:3
C 1.51837 2.07542 -0.43147 0.679 0.812 0.886
N 0.73406 1.14629 -0.51972 -1.774 -2.935 0.060
C -0.02182 0.16179 -0.30270 -0.311 -0.880 -1.285
C -1.52689 0.21915 -0.62967 1.748 -1.635 -2.015
C 0.45571 -1.27294 0.11662 1.312 1.055 0.249
N 0.23075 -1.38097 1.53778 -1.214 -2.305 -0.448
H 1.59642 2.39960 0.60004 0.609 1.042 -0.203
H 2.03170 2.39103 -1.31607 0.510 0.541 -0.135
H -1.93658 -0.61293 -0.06963 -0.542 0.112 -0.075
H -1.72401 0.09601 -1.79784 0.685 0.072 2.489
H -1.89306 1.14091 -0.34313 -1.087 1.850 0.624
H -0.29708 -1.81081 -0.39129 -0.664 -1.226 -0.446
H 1.44769 -1.70864 -0.19829 -0.665 1.326 -0.176
H 0.43744 -2.35026 1.84040 -0.433 0.924 -0.190
H 0.69577 -0.77908 2.14774 1.146 1.246 0.666
```
Forces are in eV/Å.

net charge = +1
orbital gap = 9.2 eV
electronic energy = -7265.268 eV
SMILES string = C=[N+]=C(C)CN



(9)
ORCA calculation (wB97M-V/def2-TZVPD) on an isolated ion of composition C4H9N2 and charge +1.

Structure (XYZ):
```
15
Properties=species:S:1:pos:R:3:forces:R:3
H 0.28822 -1.84016 2.24212 0.354 -0.494 0.169
N -0.02497 -1.09497 1.65068 -0.048 -0.140 0.294
C 0.58189 -0.93389 0.57207 1.109 -0.837 1.280
C 1.71039 -1.67581 -0.09111 -2.237 0.319 1.704
N 0.06589 0.12647 -0.19082 -2.600 3.021 -0.855
C -1.04393 0.73622 0.19905 2.094 0.834 1.305
C -1.58651 1.95981 -0.47790 1.675 -3.748 -1.978
H 2.46875 -1.01940 -0.39101 0.851 0.880 -1.380
H 1.11105 -2.25296 -0.76845 0.802 -0.608 -1.204
H 2.15324 -2.26313 0.66403 0.403 -1.159 0.656
H 0.61043 0.55433 -0.94796 -0.345 -0.625 0.015
H -1.27835 0.39505 1.28290 -0.538 0.158 -2.106
H -0.92126 2.42443 -1.16897 0.774 -0.326 -1.003
H -1.78921 2.72521 0.10823 -1.269 3.075 3.704
H -2.48742 1.70595 -0.97683 -1.025 -0.351 -0.600
```
Forces are in eV/Å.

net charge = +1
orbital gap = 9.7 eV
electronic energy = -7265.986 eV
SMILES string = [H]/N=C(C)/[NH+]=C/C



(10)
ORCA calculation (wB97M-V/def2-TZVPD) on an isolated ion of composition C4H9N2 and charge +1.

Structure (XYZ):
```
15
Properties=species:S:1:pos:R:3:forces:R:3
C -0.01855 -0.49664 -1.61126 0.152 0.036 -0.689
N -0.29950 -0.43305 -0.19736 -0.501 -0.468 0.040
C -1.12451 -1.43894 0.43940 -0.239 -0.350 0.434
N 0.24437 0.46616 0.52341 2.341 3.441 0.421
C 0.50469 1.14434 1.56484 -0.116 -0.515 -0.637
C 1.24069 1.88183 0.51281 -1.523 -2.041 -0.003
H 0.68031 0.29135 -1.88403 -0.022 -0.049 0.059
H 0.41645 -1.46301 -1.86742 0.010 0.015 0.035
H -0.94013 -0.35752 -2.17876 0.020 -0.030 0.042
H -0.51337 -2.21937 0.89691 0.036 -0.001 -0.043
H -1.74938 -0.98687 1.20950 -0.016 0.055 -0.052
H -1.76636 -1.88846 -0.31499 0.031 0.075 -0.002
H 0.27980 1.13697 2.60821 -0.169 -0.110 0.393
H 0.77418 2.71526 0.00702 -0.111 0.054 -0.031
H 2.27131 1.64794 0.29173 0.104 -0.114 0.033
```
Forces are in eV/Å.

net charge = +1
orbital gap = 10.0 eV
electronic energy = -7263.268 eV
SMILES string = CN(C)[N+]1=CC1



Here are the calculated ΔE to the lowest compared entry with this formula, charge and spin numbers, same order: 439.07, 282.20, 388.64, 353.75, 292.70, 293.92, 323.81, 277.28, 207.97, 470.25 (kJ/mol).